1.
DFT (the ωB97M-V functional and the def2-TZVPD basis) results for C3H10N3 as an isolated structure.

```
16
Properties=species:S:1:pos:R:3
C 1.32913 -0.08467 -0.72198
N 0.33525 1.88910 0.88406
C -0.41419 1.25925 -0.02759
N -0.14937 0.09738 -0.58326
H 1.53732 -0.88333 -1.42896
H 1.84683 -0.31571 0.21494
H 1.78692 0.80952 -1.14921
H 0.08426 2.84463 1.10054
H 1.33173 1.71781 0.82153
H -1.30746 1.81520 -0.31155
C -0.48775 -1.64096 0.07157
N -1.84558 -1.64154 0.36904
H -0.18752 -2.14433 -0.83589
H 0.21038 -1.60304 0.89769
H -1.91670 -0.99713 1.15217
H -2.15324 -1.12216 -0.45308
```

The net charge is +1. The largest force on an atom is 2.4 eV Å⁻¹. The total energy comes out at -284.25136 Ha. The value obtained for the HOMO energy is -14.6 eV. Its LUMO energy is -4.989 eV. For the relative energy (zero: lowest compared OMol25 entry of this formula, charge and spin), the calculation gives 78.2 kcal per mole. As for the frontier orbital gap: 0.352 hartree.

***

2.
DFT (the ωB97M-V functional and the def2-TZVPD basis) results for C11H44FeO15S as an isolated structure.

```
72
Properties=species:S:1:pos:R:3
Fe 1.86960 -1.73623 -1.27617
S -0.05229 -0.24056 -0.12567
O 1.28803 -0.04670 -0.65958
O 0.11361 -1.64392 -0.47632
O -0.11030 0.01215 1.30896
O -1.10549 0.39076 -0.88829
C -1.61555 -0.93424 4.13458
O -1.32375 -1.72144 2.98394
H -0.66992 -0.52364 4.48854
H -2.33666 -0.13236 3.97616
H -1.94611 -1.66780 4.86991
H -0.80533 -1.17451 2.38922
C 4.16449 0.51520 -0.76997
O 3.70017 -0.58672 -1.55350
H 3.98531 1.46280 -1.27797
H 3.65939 0.53091 0.19581
H 5.23893 0.42144 -0.61224
H 4.36178 -0.68109 -2.24268
C -0.23477 -4.11827 -2.25145
O 0.92222 -3.82431 -1.46763
H -0.14765 -3.80413 -3.29155
H -0.57815 -5.14988 -2.17426
H -1.07674 -3.52478 -1.89515
H 1.17366 -4.71951 -1.22890
C 2.38725 0.27336 3.75423
O 2.29948 -0.21108 2.45045
H 1.60083 1.01904 3.87083
H 2.23851 -0.56221 4.43818
H 3.37728 0.64615 4.01687
H 1.40158 -0.05709 2.14771
C -2.20731 3.62831 -1.74489
O -0.95775 3.21116 -1.17507
H -2.65067 2.73553 -2.18586
H -2.91980 3.91339 -0.97082
H -2.11097 4.47129 -2.42914
H -0.95364 2.25130 -1.19108
C 1.54484 3.48208 0.77996
O 1.59816 3.08586 2.13955
H 2.53950 3.76113 0.43229
H 1.18612 2.64848 0.17620
H 0.85698 4.32508 0.71429
H 0.78186 2.66164 2.41393
C 1.07614 0.00673 -3.62065
O 1.17024 -1.37144 -3.15359
H 1.77007 0.67457 -3.11024
H 1.32466 -0.04335 -4.68077
H 0.04176 0.34973 -3.59808
H 0.56403 -1.88026 -3.69692
C -3.68558 -0.86070 0.15999
O -3.70422 0.53970 0.05980
H -4.60976 -1.29828 0.53752
H -3.53095 -1.25290 -0.84518
H -2.92201 -1.26117 0.82683
H -2.82437 0.76237 -0.25306
C -2.10464 2.48142 2.44838
O -0.85948 2.04947 2.96537
H -2.46225 3.36707 2.97358
H -1.98177 2.72446 1.39294
H -2.88804 1.72356 2.44254
H -0.56470 1.33000 2.40228
C 2.11132 -3.21002 1.44619
O 2.75038 -2.40412 0.46920
H 2.27001 -4.28813 1.47025
H 2.36493 -2.85650 2.44559
H 1.04237 -3.13266 1.24758
H 3.66842 -2.38584 0.74933
C -2.97956 0.42305 -3.71079
O -2.11254 -0.48105 -3.01788
H -3.98914 0.61410 -3.34700
H -2.52754 1.39846 -3.89067
H -3.11664 0.01433 -4.71192
H -1.77785 -0.11920 -2.19408
```

The net charge is +1. The largest force on an atom is 7.4 eV Å⁻¹. The total energy comes out at -3235.55419 Ha. The value obtained for the HOMO energy (spin up / spin down) is -11.5 / -11.5 eV. Its LUMO energy (spin up / spin down) is -3.742 / -6.183 eV. For the relative energy (zero: lowest compared OMol25 entry of this formula, charge and spin), the calculation gives 1.2 kcal per mole. Its spin multiplicity is 6. As for the expectation value of S²: 8.76. As for the frontier orbital gap (spin up / spin down): 0.285 / 0.196 hartree.

***

3.
DFT (the ωB97M-V functional and the def2-TZVPD basis) results for one molecule with the formula C3H6N2OS2.

```
14
Properties=species:S:1:pos:R:3
N -1.53612 1.21264 0.44487
C -1.18242 -0.10413 0.42560
S -1.58027 -1.06230 1.73451
C -0.42019 -0.56137 -0.65956
S -0.06097 0.26146 -2.23720
C 0.99547 -1.18815 -0.14240
N 1.92514 -0.67472 0.63485
O 1.55088 0.62453 0.86697
H -1.25485 1.94182 -0.20777
H -2.26288 1.49089 1.17964
H -0.95003 -1.47766 -1.02421
H 1.47834 0.77550 -2.23864
H 1.42795 -2.16987 -0.65192
H 1.86995 0.93137 1.87528
```

The largest force on an atom is 6.4 eV Å⁻¹. The total energy comes out at -1098.89363 Ha. The value obtained for the HOMO energy is -8.6 eV. Its LUMO energy is 0.126 eV. For the relative energy (zero: lowest compared OMol25 entry of this formula, charge and spin), the calculation gives 113.1 kcal per mole. The structure (SMILES) is NC(=S)[C@@H](S)/C=N\O. As for the frontier orbital gap: 0.319 hartree.

***

4.
DFT (the ωB97M-V functional and the def2-TZVPD basis) results for C22H66F2NO15S2V as an isolated structure.

```
109
Properties=species:S:1:pos:R:3
V 2.55236 -12.46226 16.87491
N 1.85654 -12.54689 14.92173
S 2.60758 -12.89500 13.55505
O 2.94407 -11.81721 12.71994
O 2.36337 -14.19118 13.03786
F 4.04664 -13.15806 14.28850
S 0.29476 -12.36989 14.29619
O -0.42343 -13.56562 14.12023
O 0.15098 -11.35117 13.34767
F -0.30110 -11.73691 15.61575
C -2.90589 -15.98692 12.58440
C -2.67269 -16.59970 13.95265
O -3.45608 -17.76989 14.12601
H -2.66562 -16.68994 11.78801
H -2.28939 -15.09577 12.44152
H -3.95967 -15.71420 12.50216
H -2.84846 -15.89641 14.77474
H -1.60896 -16.85406 14.03535
H -4.26318 -17.51620 14.58107
C 5.90016 -15.99548 13.45699
C 7.30687 -16.46845 13.70888
O 7.55412 -16.58979 15.11347
H 5.13419 -16.37615 14.13819
H 5.59631 -16.27927 12.44950
H 5.83478 -14.91025 13.57235
H 8.01960 -15.79248 13.22847
H 7.46803 -17.45020 13.25027
H 8.50409 -16.51871 15.24029
C 4.01448 -13.31220 10.04002
C 4.51341 -13.74171 8.67029
O 3.43525 -14.14660 7.84060
H 4.81411 -13.09657 10.75030
H 3.37727 -14.08107 10.48840
H 3.34235 -12.45198 9.95186
H 5.20097 -14.57664 8.78699
H 5.02763 -12.89522 8.20303
H 2.80870 -13.41678 7.80747
C 0.84635 -18.69011 12.54275
C 1.04462 -17.20969 12.67720
O 2.20763 -16.81050 11.97138
H 1.69567 -19.28241 12.88743
H 0.74539 -18.92982 11.48075
H -0.08088 -19.04743 12.99199
H 1.00225 -16.81849 13.70534
H 0.17642 -16.73102 12.19196
H 2.42929 -15.92554 12.27460
C 2.94463 -16.84945 16.77255
C 2.68529 -15.54590 16.05282
O 3.39584 -14.44596 16.71247
H 2.47560 -17.66219 16.22051
H 2.52405 -16.81185 17.77939
H 4.01178 -17.05669 16.88232
H 1.62057 -15.32732 16.06319
H 3.01530 -15.59299 15.01662
H 4.28404 -14.76674 16.90524
C 2.33223 -9.09820 14.36036
C 3.76991 -9.34045 14.79018
O 3.93773 -8.89350 16.13958
H 2.11016 -8.03232 14.45450
H 1.62668 -9.62700 15.00611
H 2.15322 -9.36686 13.32084
H 4.41155 -8.75757 14.12589
H 4.03158 -10.39421 14.67886
H 3.97743 -7.93318 16.12229
C -1.57410 -8.95226 10.91304
C -1.65661 -8.43734 12.33229
O -2.77192 -7.56537 12.42693
H -0.66677 -9.54299 10.78682
H -1.58836 -8.14377 10.18328
H -2.43562 -9.58192 10.68034
H -0.73128 -7.88126 12.53494
H -1.74169 -9.27788 13.02926
H -3.01655 -7.39214 13.34008
C -0.18401 -13.93954 10.32827
C -0.37680 -12.42988 10.17587
O -0.77725 -12.09791 8.85445
H -0.23487 -14.24461 11.37896
H 0.77245 -14.26433 9.92081
H -1.02610 -14.44372 9.85201
H 0.50256 -11.87335 10.49881
H -1.19658 -12.13516 10.84553
H -1.70650 -12.32706 8.77615
C -1.75486 -13.50156 17.64381
C -0.40744 -14.14409 17.41185
O 0.67185 -13.16518 17.64397
H -1.79163 -13.11887 18.66767
H -2.53661 -14.24910 17.51522
H -1.91931 -12.69913 16.93084
H -0.32539 -14.52339 16.39778
H -0.26839 -14.94355 18.13886
H 0.43277 -12.70881 18.46043
C -0.78682 -8.34306 16.48092
C -1.78844 -8.34672 17.59101
O -2.70851 -7.28365 17.33275
H -0.01730 -9.11430 16.57617
H -0.26012 -7.39277 16.38952
H -1.23461 -8.51212 15.49751
H -1.28413 -8.16172 18.54713
H -2.36723 -9.27276 17.68104
H -3.20570 -7.10317 18.13548
C -4.28142 -12.91972 14.07749
C -4.83413 -12.80262 15.47634
O -4.90854 -14.11241 16.04734
H -4.07394 -11.95062 13.61844
H -5.02523 -13.36514 13.41357
H -3.37654 -13.52559 14.01512
H -5.84508 -12.39317 15.39805
H -4.20222 -12.16140 16.10024
H -5.22392 -14.03282 16.95243
```

The net charge is +1. The largest force on an atom is 6.0 eV Å⁻¹. The total energy comes out at -4000.86643 Ha. The value obtained for the HOMO energy (spin up / spin down) is -11.6 / -11.6 eV. Its LUMO energy (spin up / spin down) is -5.166 / -5.188 eV. For the relative energy (zero: lowest compared OMol25 entry of this formula, charge and spin), the calculation gives 0.0 kcal per mole. Its spin multiplicity is 4. As for the expectation value of S²: 3.75. As for the frontier orbital gap (spin up / spin down): 0.235 / 0.234 hartree.

***

5.
DFT (the ωB97M-V functional and the def2-TZVPD basis) results for a 8-piece molecular cluster, C51H114N6O8 overall.

```
179
Properties=species:S:1:pos:R:3
C -21.62453 8.34398 11.34796
C -20.82762 9.55940 11.95598
C -21.65787 10.76769 11.65257
C -20.65758 9.37722 13.46083
C -19.62606 8.25249 13.77109
C -18.29846 8.69074 13.20223
C -18.37908 8.90948 11.68271
C -17.04736 9.59873 11.22769
C -18.37348 7.56697 10.91754
N -19.50296 9.79553 11.35735
O -19.64229 9.85156 9.93263
H -21.88526 8.62422 10.32458
H -21.10932 7.38964 11.27880
H -22.47315 8.11040 11.99605
H -22.56094 10.66767 12.24321
H -21.13388 11.70307 11.92342
H -21.87305 10.84879 10.59541
H -20.17328 10.24695 13.87502
H -21.64501 9.22322 13.94179
H -19.60311 8.08944 14.85232
H -19.95207 7.30232 13.34213
H -17.53603 7.92062 13.32471
H -17.95842 9.60918 13.71845
H -17.10164 9.68583 10.14356
H -16.15708 8.99958 11.33650
H -17.02106 10.60383 11.69303
H -18.49674 7.88668 9.87459
H -19.23417 6.92113 11.10900
H -17.42211 7.01550 10.97316
H -19.28674 10.77050 9.74708
C -20.65882 7.03699 8.18376
C -20.10489 7.23445 6.74479
C -18.81118 6.43849 6.68810
C -21.03077 6.67165 5.64238
C -22.20114 7.53046 5.35775
C -21.86132 8.94217 5.02804
C -20.96259 9.55757 6.12088
C -20.34711 10.83411 5.50529
C -21.79141 9.96262 7.35960
N -19.80416 8.63074 6.40375
O -18.95832 9.17561 7.43286
H -21.73159 7.19742 8.17476
H -20.48423 6.01939 8.55059
H -20.28743 7.75594 8.93213
H -18.27054 6.42969 5.72214
H -18.06521 6.73915 7.48168
H -19.15372 5.39995 6.87751
H -20.35694 6.52860 4.74880
H -21.30567 5.65818 5.89841
H -22.87234 7.18032 4.56907
H -22.92819 7.48407 6.19320
H -22.70410 9.60328 4.90102
H -21.34112 8.88989 4.06434
H -21.19053 11.42709 5.10982
H -19.72655 10.49945 4.66982
H -19.76095 11.30112 6.29365
H -21.28454 10.64689 8.06534
H -22.19169 9.14351 7.97993
H -22.53005 10.61571 6.88200
H -19.36685 9.15033 8.32075
C -12.84544 15.66835 8.51879
C -14.04046 14.73283 8.25662
C -15.22272 15.57519 7.70565
C -13.77953 13.60045 7.29737
C -12.74802 12.65087 7.88982
C -13.21206 12.03552 9.21457
C -13.66183 13.11774 10.25836
C -14.57294 12.45569 11.29995
C -12.52892 13.77894 10.96973
N -14.47909 14.14141 9.54188
O -14.82531 15.16428 10.45487
H -12.60104 16.27714 7.63724
H -13.26793 16.28915 9.33084
H -11.99438 15.10465 8.86900
H -16.04241 14.89848 7.71140
H -15.44008 16.47414 8.33495
H -14.92209 15.80699 6.68295
H -14.71482 13.17126 6.92766
H -13.27973 13.98276 6.41199
H -12.44583 11.79259 7.24595
H -11.82847 13.22164 8.10489
H -12.45669 11.42290 9.72844
H -14.10759 11.48998 8.91705
H -15.45190 11.99107 10.77110
H -14.87597 13.20254 12.09142
H -14.02189 11.66961 11.86985
H -12.26472 13.15004 11.84804
H -12.82066 14.71965 11.39110
H -11.66223 13.88492 10.37119
H -15.80240 15.03837 10.55772
C -26.44795 13.86894 8.03937
C -25.27986 14.86382 8.05349
C -25.17965 15.44403 6.61739
C -25.51111 15.93515 9.12276
C -24.33213 16.78867 9.48373
C -23.21734 15.91043 9.97816
C -22.77455 14.91007 8.87619
C -22.12535 15.58183 7.70272
C -21.80178 13.84172 9.49833
N -24.01495 14.18815 8.45396
O -23.57399 13.25004 7.43372
H -26.25350 13.17475 7.19426
H -26.31459 13.35001 8.99422
H -27.43881 14.33432 7.85764
H -24.78610 16.42093 6.50929
H -24.51822 14.73717 6.09244
H -26.15301 15.36699 6.15375
H -26.31823 16.52781 8.67073
H -25.97106 15.44249 10.01390
H -24.11414 17.49210 8.68241
H -24.77312 17.53607 10.19454
H -23.70633 15.26813 10.72033
H -22.34205 16.40218 10.40628
H -21.54070 14.86771 7.13210
H -21.54442 16.48243 7.96543
H -22.90088 15.90484 7.05090
H -22.22525 13.40938 10.40387
H -20.88645 14.30398 9.82047
H -21.57003 13.14145 8.74196
H -23.71955 12.42430 7.90569
C -18.58853 12.59734 13.03435
C -19.00739 13.68863 14.00292
C -20.25477 13.20110 14.81289
C -17.78945 13.97613 14.95242
C -17.97157 15.22568 15.81439
C -18.32362 16.41313 14.96764
C -19.54349 16.18868 14.03184
C -20.92318 16.18433 14.80842
C -19.67292 17.35377 13.00451
N -19.32908 14.91664 13.28857
O -20.36545 14.73643 12.28522
H -17.82937 12.93802 12.33645
H -18.24585 11.70969 13.63506
H -19.40931 12.20602 12.49656
H -20.52814 13.78623 15.67123
H -21.17036 13.14678 14.18331
H -20.02421 12.17799 15.06886
H -17.59690 13.10376 15.55197
H -16.87914 14.15584 14.35010
H -18.78377 15.13744 16.54133
H -17.07311 15.35287 16.41815
H -17.49669 16.62320 14.26113
H -18.46244 17.37885 15.42642
H -21.60548 15.47483 14.34558
H -21.37719 17.16804 14.75144
H -20.84998 15.98910 15.88172
H -20.16858 18.24172 13.42828
H -20.34161 17.02002 12.22223
H -18.66598 17.63868 12.61395
H -21.16051 14.47747 12.76909
C -17.29638 14.04741 4.49500
O -16.36760 13.05905 4.67073
C -16.78163 11.80436 4.17467
C -15.81066 10.69043 4.68535
C -14.38563 10.89583 4.04317
N -16.32977 9.33885 4.42850
H -16.78925 14.97153 4.83917
H -18.14753 13.81245 5.08353
H -17.56085 14.16737 3.44564
H -17.87970 11.60043 4.44489
H -16.66422 11.87328 3.08793
H -15.66039 10.78252 5.74481
H -13.62929 10.10934 4.34432
H -14.03555 11.86985 4.40466
H -14.44376 10.99962 2.95791
H -16.42333 9.19164 3.45169
H -17.26094 9.22907 4.84712
C -18.45851 15.60072 9.42537
O -18.04083 14.76894 10.47480
H -17.66700 15.69490 8.68247
H -19.30663 15.09340 8.93832
H -18.78519 16.59277 9.69477
H -18.38902 14.95214 11.37934
C -17.32920 11.99207 8.06117
O -17.91697 12.09652 9.32427
H -17.84856 11.23375 7.49986
H -17.38922 12.90397 7.45735
H -16.28676 11.72737 8.03583
H -17.78811 12.93214 9.76265
```

The largest force on an atom is 2.9 eV Å⁻¹. The total energy comes out at -2941.76453 Ha. The value obtained for the HOMO energy is -8.0 eV. Its LUMO energy is 0.449 eV. For the relative energy (zero: lowest compared OMol25 entry of this formula, charge and spin), the calculation gives 0.0 kcal per mole. The structure (SMILES) is CC1(C)CCCC(C)(C)N1O.CC1(C)CCCC(C)(C)N1O.CC1(C)CCCC(C)(C)N1O.CC1(C)CCCC(C)(C)N1O.CC1(C)CCCC(C)(C)N1O.COC[C@H](C)N.CO.CO. As for the frontier orbital gap: 0.311 hartree.